No. 1
{"formula": "C3H6NO4", "method": "ωB97M-V/def2-TZVPD", "species": ["O", "N", "C", "C", "O", "C", "O", "O", "H", "H", "H", "H", "H", "H"], "coordinates": [[2.02378, 0.91814, -0.49184], [1.00348, 0.48720, -0.08300], [0.44021, 0.61285, 1.18003], [-0.77340, -0.35123, 1.35925], [-1.11607, -0.80377, 0.00160], [0.13235, -0.23044, -1.06700], [-0.47804, 0.75356, -1.72077], [0.69431, -1.25217, -1.65022], [0.05505, 1.65670, 1.17469], [1.24511, 0.56673, 1.96742], [-0.31022, -1.19045, 1.98035], [-1.73511, -0.00734, 2.02181], [-1.33938, 0.48333, -2.24324], [0.15792, -1.64310, -2.42909]], "nbo_charge": [-0.03, 0.33, -0.36, -0.09, -0.57, 0.86, -0.68, -0.64, 0.32, 0.31, 0.20, 0.26, 0.55, 0.55], "e_tot_ev": -12875.880, "multiplicity": 1, "max_force_ev_per_a": 5.798, "lumo_ev": [-7.5, -7.5], "smiles": "O=[N+]1CCOC1(O)O", "charge": 1, "mol_weight_g_mol": 120.1, "e_above_lowest_ev": 2.004}

***

No. 2
{"formula": "C3H6NOS", "method": "ωB97M-V/def2-TZVPD", "species": ["N", "C", "C", "O", "C", "S", "H", "H", "H", "H", "H", "H"], "coordinates": [[-0.60577, -1.13096, 0.86519], [-0.39335, -0.15711, -0.24937], [-1.16068, 1.09837, 0.06111], [-1.55699, 1.84821, -0.79443], [1.10411, 0.03900, -0.51032], [2.04761, 0.65853, 0.89609], [0.15325, -0.79357, 1.48995], [-0.11469, -1.97134, 0.54396], [-0.83624, -0.55160, -1.16811], [-1.29060, 1.24490, 1.15190], [1.42932, -0.94493, -0.87694], [1.22402, 0.66049, -1.40903]], "nbo_charge": [-0.86, -0.18, 0.48, -0.57, -0.53, -0.69, 0.38, 0.34, 0.18, 0.11, 0.16, 0.19], "e_tot_ev": -17581.762, "multiplicity": 1, "max_force_ev_per_a": 1.265, "lumo_ev": 4.1, "smiles": "N[C@@H](C=O)C[S-]", "charge": -1, "mol_weight_g_mol": 104.2, "e_above_lowest_ev": 1.303}

***

> charge of number 2 (C3H6NOS)?

-1